Density functional theory data (ωB97M-V/def2-TZVPD) for 12 unconnected molecules or ions with the total composition C48H130N14O15.

## Properties
E_HOMO   -8.1 eV
Multiplicity   1
Frontier orbital gap   8.25 eV
SMILES   COC[C@H](C)N.COC[C@H](C)N.COC[C@H](C)N.COC[C@H](C)N.COC[C@H](C)N.COC[C@H](C)N.COC[C@H](C)N.COCCNCCOC.COCCNCCOC.COCCNCCOC.NC(N)=O.NC(N)=O

Each line ends with the Mulliken charge.
Positions of all 207 atoms, in Å:
1 C 5.497 0.995 -0.482  0.073
2 O 5.724 1.187 -1.857  -0.480
3 C 5.251 0.141 -2.675  0.216
4 C 5.475 0.549 -4.117  0.242
5 C 4.948 1.850 -4.666  -1.396
6 N 5.077 -0.565 -5.020  -0.543
7 H 4.433 0.790 -0.334  -0.161
8 H 5.849 1.832 0.120  0.343
9 H 6.135 0.198 -0.084  -0.076
10 H 5.877 -0.739 -2.473  -0.174
11 H 4.223 -0.158 -2.433  0.310
12 H 6.568 0.561 -4.218  0.258
13 H 5.616 2.654 -4.348  0.333
14 H 3.966 2.035 -4.220  0.123
15 H 4.816 2.036 -5.731  0.424
16 H 5.566 -1.394 -4.677  0.159
17 H 5.523 -0.489 -5.929  0.275
18 C 6.987 -2.619 -0.264  -1.027
19 O 5.890 -2.174 0.513  0.275
20 C 6.259 -1.996 1.868  -1.477
21 C 5.014 -1.552 2.680  0.937
22 C 5.368 -1.335 4.128  -1.712
23 N 4.025 -2.637 2.653  0.394
24 H 7.770 -1.865 -0.145  0.381
25 H 6.598 -2.774 -1.269  0.132
26 H 7.413 -3.573 0.069  0.297
27 H 6.660 -2.918 2.308  0.435
28 H 7.079 -1.268 1.941  0.454
29 H 4.584 -0.704 2.143  -0.144
30 H 4.529 -0.871 4.645  0.414
31 H 6.309 -0.792 4.237  0.417
32 H 5.557 -2.283 4.639  0.370
33 H 4.553 -3.462 2.923  0.421
34 H 3.686 -2.802 1.712  -0.932
35 C 3.377 -5.105 -7.476  -0.744
36 O 2.795 -4.661 -6.250  -0.365
37 C 3.704 -4.083 -5.306  -0.887
38 C 3.077 -3.798 -3.971  0.758
39 C 2.180 -2.562 -4.001  -1.581
40 N 4.093 -3.698 -2.917  -0.371
41 H 3.727 -4.306 -8.139  0.290
42 H 2.714 -5.707 -8.090  0.263
43 H 4.310 -5.632 -7.255  0.301
44 H 4.501 -4.837 -5.274  0.536
45 H 4.123 -3.177 -5.760  0.369
46 H 2.407 -4.619 -3.696  0.225
47 H 1.378 -2.643 -4.734  0.576
48 H 2.696 -1.670 -4.379  0.311
49 H 1.820 -2.263 -3.016  0.130
50 H 4.704 -2.909 -3.132  -0.180
51 H 4.742 -4.475 -3.032  0.393
52 C -1.775 -2.710 1.797  -0.337
53 O -3.072 -2.233 1.458  -0.311
54 C -3.242 -2.089 0.066  -0.530
55 C -4.545 -1.305 -0.149  0.557
56 C -5.073 -1.463 -1.578  -1.682
57 N -4.386 0.152 0.046  -0.184
58 H -0.952 -2.129 1.368  -0.152
59 H -1.662 -3.708 1.355  0.341
60 H -1.646 -2.793 2.875  0.206
61 H -2.422 -1.609 -0.477  0.079
62 H -3.454 -3.032 -0.452  0.331
63 H -5.381 -1.627 0.480  0.397
64 H -5.178 -2.511 -1.867  0.532
65 H -4.405 -0.950 -2.273  0.081
66 H -6.057 -1.010 -1.712  0.405
67 H -5.284 0.629 -0.019  0.364
68 H -4.263 0.290 1.060  -0.322
69 C -5.583 4.734 -2.308  -0.659
70 O -4.208 4.479 -2.154  -0.416
71 C -3.826 3.105 -2.197  -0.319
72 C -2.432 2.955 -1.555  0.866
73 C -1.304 3.679 -2.283  -1.097
74 N -2.156 1.546 -1.421  1.241
75 H -6.298 4.207 -1.666  0.269
76 H -5.824 4.509 -3.351  0.246
77 H -5.800 5.785 -2.122  0.320
78 H -4.576 2.601 -1.576  0.278
79 H -3.903 2.670 -3.199  -0.193
80 H -2.538 3.326 -0.524  0.195
81 H -1.262 3.337 -3.318  0.244
82 H -0.341 3.432 -1.832  -0.132
83 H -1.403 4.762 -2.215  0.457
84 H -2.932 1.107 -0.913  -0.431
85 H -1.368 1.375 -0.805  -0.363
86 C 3.945 -7.481 0.744  -0.785
87 O 3.018 -6.402 0.753  -0.262
88 C 3.440 -5.308 -0.016  -0.724
89 C 2.482 -4.120 0.098  2.364
90 C 1.174 -4.430 -0.628  -0.763
91 N 3.097 -2.856 -0.391  1.256
92 H 3.696 -8.157 1.555  0.253
93 H 4.957 -7.081 0.863  0.305
94 H 3.904 -7.968 -0.234  0.283
95 H 4.410 -4.984 0.387  0.321
96 H 3.561 -5.538 -1.081  0.354
97 H 2.296 -3.999 1.170  -0.347
98 H 1.246 -4.234 -1.699  -0.097
99 H 0.357 -3.818 -0.241  -0.300
100 H 0.898 -5.472 -0.472  0.581
101 H 3.100 -3.028 -1.411  -1.410
102 H 4.081 -2.862 -0.124  -0.619
103 C -0.138 -5.378 3.561  -0.622
104 O -0.376 -4.134 4.239  -0.450
105 C 0.764 -3.290 4.072  -0.553
106 C 0.663 -2.187 5.136  0.675
107 C -0.606 -1.352 5.000  -1.310
108 N 1.787 -1.255 4.999  -0.558
109 H -0.374 -5.280 2.498  0.130
110 H -0.803 -6.147 3.951  0.301
111 H 0.899 -5.700 3.656  0.330
112 H 1.715 -3.816 4.176  0.902
113 H 0.751 -2.687 3.154  -0.174
114 H 0.771 -2.666 6.113  0.314
115 H -1.098 -1.059 5.932  0.371
116 H -1.414 -2.019 4.660  0.382
117 H -0.710 -0.538 4.285  0.149
118 H 2.409 -1.698 4.324  -0.021
119 H 1.538 -0.372 4.565  0.520
120 C -9.172 3.058 5.106  -0.762
121 O -8.545 1.960 4.467  -0.304
122 C -8.555 0.853 5.353  -0.673
123 C -7.720 -0.273 4.796  -0.613
124 N -6.303 0.058 4.808  -0.389
125 C -5.515 -0.793 3.901  -1.059
126 C -4.116 -0.217 3.829  0.237
127 O -4.010 0.802 2.858  -0.658
128 C -2.705 1.333 2.738  -0.772
129 H -9.380 3.838 4.373  0.245
130 H -8.445 3.512 5.787  0.314
131 H -10.104 2.786 5.604  0.303
132 H -9.574 0.496 5.546  0.495
133 H -8.188 1.143 6.345  0.354
134 H -8.023 -0.422 3.746  0.291
135 H -7.982 -1.234 5.242  0.394
136 H -6.224 0.974 4.376  0.351
137 H -5.877 -0.656 2.869  0.382
138 H -5.578 -1.851 4.142  0.484
139 H -3.452 -1.065 3.625  -0.476
140 H -3.758 0.128 4.804  0.651
141 H -2.090 0.708 2.084  0.103
142 H -2.190 1.403 3.701  0.413
143 H -2.729 2.355 2.363  0.405
144 C -0.259 0.171 -4.258  -0.020
145 O -1.245 0.026 -5.269  -0.516
146 C -2.512 0.455 -4.822  0.424
147 C -3.474 0.339 -6.004  -0.882
148 N -4.694 1.146 -5.872  -0.339
149 C -5.538 0.650 -4.781  0.160
150 C -6.609 1.714 -4.491  -0.791
151 O -7.621 1.617 -5.493  -0.420
152 C -8.642 2.564 -5.253  -0.782
153 H -0.612 -0.299 -3.336  -0.175
154 H -0.063 1.241 -4.153  0.255
155 H 0.674 -0.320 -4.530  0.190
156 H -2.511 1.501 -4.495  -0.024
157 H -2.832 -0.129 -3.953  -0.039
158 H -3.704 -0.719 -6.174  0.318
159 H -2.959 0.801 -6.847  0.341
160 H -5.259 1.155 -6.710  0.246
161 H -4.957 0.395 -3.898  -0.356
162 H -6.004 -0.302 -5.069  0.667
163 H -6.149 2.686 -4.690  0.227
164 H -7.056 1.690 -3.493  0.506
165 H -9.453 2.462 -5.974  0.289
166 H -8.244 3.575 -5.390  0.309
167 H -9.080 2.470 -4.256  0.303
168 C 2.867 3.683 -1.479  -0.255
169 O 3.576 4.199 -0.381  -0.523
170 C 2.945 3.832 0.835  0.812
171 C 3.885 4.197 1.966  -0.987
172 N 3.993 5.611 2.288  -0.371
173 C 2.838 6.092 3.052  -0.137
174 C 2.924 7.552 3.497  -0.807
175 O 2.014 7.881 4.516  -0.386
176 C 0.662 7.796 4.191  -0.457
177 H 2.881 2.591 -1.583  -0.070
178 H 3.223 4.107 -2.417  0.381
179 H 1.806 3.938 -1.384  0.127
180 H 2.668 2.776 0.938  -0.339
181 H 1.972 4.325 0.952  0.210
182 H 4.853 3.768 1.705  0.273
183 H 3.456 3.713 2.847  0.308
184 H 4.029 6.175 1.446  0.321
185 H 2.570 5.464 3.906  0.340
186 H 1.956 5.991 2.400  0.236
187 H 2.736 8.122 2.577  0.365
188 H 3.952 7.809 3.747  0.371
189 H 0.289 6.767 4.258  0.005
190 H 0.402 8.212 3.212  0.323
191 H 0.115 8.377 4.935  0.264
192 N 0.523 3.384 4.736  -0.353
193 C 0.544 2.482 3.732  0.161
194 N 0.164 2.924 2.537  0.798
195 O 1.066 1.355 3.845  -0.693
196 H 0.178 4.323 4.695  0.079
197 H 0.815 3.026 5.631  0.246
198 H -0.291 3.807 2.389  0.272
199 H 0.281 2.270 1.756  -0.624
200 N 2.046 0.023 1.370  2.056
201 C 1.067 0.125 0.447  -0.719
202 N 0.987 -0.903 -0.393  1.388
203 O 0.298 1.111 0.471  -0.943
204 H 2.047 0.715 2.107  -0.238
205 H 2.724 -0.718 1.359  -1.043
206 H 1.622 -1.677 -0.179  -0.560
207 H 0.292 -0.923 -1.118  -0.099